(1)
15
Properties=species:S:1:pos:R:3:forces:R:3 method="wB97M-V/def2-TZVPD" lumo_energy_ev=0.3807 homo_ha=-0.3089 e_above_lowest_kcal_mol=26.64 smiles="CN(S)C(=S)CN" gap_ev=8.79
H -1.535 2.118 -0.876 0.4 0.1 0.5
C -0.913 2.040 0.040 -0.3 -1.7 -0.2
H 1.342 -1.453 1.434 -0.4 0.1 0.6
C 0.261 -0.010 -0.758 0.1 -0.2 1.2
H -2.322 -0.747 0.944 0.0 0.0 0.0
H 1.064 -1.848 -1.414 -0.1 0.1 -0.3
H -0.283 -2.077 -0.348 0.2 0.0 0.5
H -1.488 2.341 0.921 0.2 -0.2 -0.2
N -0.515 0.573 0.195 -1.2 1.2 0.6
N 1.664 -1.675 0.514 0.0 0.4 -0.6
H -0.003 2.606 -0.069 0.1 0.3 -0.1
C 0.615 -1.476 -0.500 0.7 0.0 -0.7
H 2.420 -1.007 0.321 -0.3 -0.5 0.0
S -1.236 -0.256 1.567 0.6 0.4 -1.0
S 0.931 0.870 -1.971 0.0 -0.2 -0.2



(2)
8
Properties=species:S:1:pos:R:3:forces:R:3 method="wB97M-V/def2-TZVPD" lumo_energy_ev=6.7908 homo_ha=-0.0055 e_above_lowest_kcal_mol=16.97 charge=-2 gap_ev=6.94
O -1.800 -0.921 -2.080 0.1 0.0 -0.8
O -1.993 -0.570 0.376 0.0 0.1 1.0
O 0.271 1.865 -1.062 0.5 -0.6 -0.8
H 1.293 -3.724 2.252 1.0 0.6 0.2
C 0.900 2.835 -0.709 -1.2 -0.1 0.8
H 1.968 -3.372 2.415 -1.0 -0.6 -0.2
P -1.985 0.078 -0.972 -0.5 -0.4 -0.3
N 1.346 3.810 -0.220 1.2 1.1 0.0



(3)
19
Properties=species:S:1:pos:R:3:forces:R:3 method="wB97M-V/def2-TZVPD" lumo_energy_ev="-0.4780 / -0.4782" homo_ha="-0.2918 / -0.2918" e_above_lowest_kcal_mol=163.24 smiles="[H]/N=C/C(C)=N/[H].C=NC" gap_ev="7.46 / 7.46"
C -2.389 0.200 1.410 0.4 -1.9 1.2
H -1.862 1.907 -0.977 0.9 0.2 -0.8
H 2.938 -0.580 0.738 -0.2 0.2 -0.8
H 1.526 -1.405 1.228 -0.2 0.1 0.6
C 1.893 -0.410 0.989 -1.3 -0.3 1.4
N -1.745 0.186 0.119 -1.5 2.7 -1.5
C 1.136 0.174 -0.186 5.2 -1.6 -2.8
C 1.317 -0.950 -1.465 1.1 1.8 0.8
H 2.200 -2.539 -2.152 -0.2 0.4 -0.1
H 1.974 0.301 1.812 -0.5 -0.2 0.3
H 1.117 2.142 -0.168 1.4 0.1 1.1
N 1.917 -2.044 -1.305 -0.7 -0.3 0.8
N 1.528 1.324 -0.610 -3.9 0.0 -1.4
H -3.053 0.695 -1.507 -0.8 -0.8 -0.2
H -2.928 1.124 1.648 0.4 -0.1 -0.3
H 1.338 -0.419 -2.433 -0.8 0.0 0.1
C -2.223 0.887 -0.839 1.2 -0.4 1.4
H -3.081 -0.633 1.549 -0.4 -0.1 0.0
H -1.603 0.039 2.150 -0.2 0.2 0.2



(4)
85
Properties=species:S:1:pos:R:3:forces:R:3 method="wB97M-V/def2-TZVPD" lumo_energy_ev=-0.4192 homo_ha=-0.1498 e_above_lowest_kcal_mol=0.00 gap_ev=3.66
H 1.979 -0.140 -1.141 -0.3 0.0 -0.1
H -1.691 2.567 -4.036 0.0 -0.2 0.0
C -0.687 2.543 4.787 -0.3 0.0 0.2
H -5.087 1.413 -0.241 0.2 -0.1 0.0
H 3.962 1.570 2.570 -0.1 -0.2 0.2
H 5.064 0.970 -2.374 0.1 -0.3 0.3
O 2.149 0.534 1.112 2.6 -1.6 1.4
H 3.378 0.466 3.873 0.1 0.0 -0.2
C 2.611 -1.598 2.158 0.1 -0.5 -0.4
C -4.065 -0.317 2.119 -0.1 0.0 0.1
H 4.764 -0.009 2.865 -0.3 0.1 0.1
H 4.065 -0.895 0.256 0.3 -0.4 -0.8
H 3.906 -1.293 7.906 -0.3 0.1 -0.2
C 1.397 -1.832 5.659 0.2 0.1 0.2
H -5.355 2.341 2.164 0.1 0.2 0.1
H -4.016 3.491 1.829 -0.1 -0.2 0.2
H 0.299 2.581 4.311 -0.4 -0.1 0.1
H -1.843 -1.120 6.940 -0.1 -0.2 -0.2
C -3.216 2.475 5.974 0.0 0.1 0.0
C -1.939 0.429 -4.304 -0.2 0.1 -0.5
H -1.410 -2.312 2.814 -0.2 0.1 0.3
C 4.768 -2.562 -1.714 0.2 -0.4 0.1
Pb -0.279 1.359 1.390 -0.9 -0.2 -1.5
H -2.847 -4.322 3.234 0.0 0.2 0.3
C 2.643 -0.534 -1.923 0.0 0.0 0.0
H 4.045 -2.972 -2.434 0.2 0.2 0.3
C -1.588 1.581 -3.578 0.0 -0.4 0.0
C -1.315 1.305 5.038 -0.3 0.3 0.0
C -4.280 2.525 2.283 -0.1 0.1 0.0
C 2.494 -2.100 6.480 -0.1 0.1 -0.1
C 1.383 0.470 6.421 0.2 -0.4 0.1
H -3.588 -0.578 3.072 -0.2 0.1 -0.2
C 2.832 -0.136 1.927 -2.2 1.4 -0.7
H 2.076 -2.051 1.315 0.0 0.2 0.2
H 2.915 -3.107 6.498 -0.1 0.3 0.1
H -1.224 -1.953 -1.949 -0.1 0.3 -0.1
H -5.146 -0.185 2.270 0.2 -0.1 -0.1
H -4.023 2.557 3.348 -0.1 0.0 -0.2
N -0.715 -0.010 -0.358 0.9 0.1 2.1
H -3.512 2.072 -0.800 -0.2 -0.3 0.0
C 3.799 0.526 2.857 0.4 0.2 -0.1
N -0.171 -0.225 2.909 0.3 -0.2 1.7
H 2.879 0.984 7.884 -0.1 -0.3 -0.2
C -2.912 -2.916 6.359 0.2 0.1 0.0
H 2.197 -1.437 -2.370 0.0 0.4 0.2
H 3.580 -2.102 2.313 -0.3 0.1 0.1
H -4.196 2.437 6.458 0.3 0.1 -0.2
C -1.015 0.190 -1.612 -0.2 0.4 -0.2
H 0.941 1.467 6.422 0.1 -0.3 0.0
H 4.837 -3.233 -0.847 0.0 0.1 -0.3
C -1.852 -2.497 3.797 -0.3 0.0 0.4
C 3.041 -1.085 7.273 -0.1 0.1 -0.1
C 0.847 -0.539 5.609 0.4 0.1 0.5
C -2.651 -3.618 4.046 0.1 0.2 0.2
C -1.337 -0.975 -2.428 0.1 0.3 -0.3
H -3.330 -3.068 7.356 0.1 -0.1 -0.3
H 1.986 -1.734 3.060 0.2 0.3 -0.4
H 0.956 -2.639 5.064 0.1 0.3 0.2
C -1.330 3.734 5.128 0.0 -0.2 0.1
H -3.883 -1.135 1.408 0.0 0.2 0.2
H -0.824 2.373 -1.714 -0.1 -0.3 -0.2
P -3.314 1.215 1.451 0.3 -0.1 -0.3
H -3.761 0.310 -0.759 0.0 0.3 0.1
C -2.095 -1.804 6.126 -0.3 -0.6 -0.4
H 6.383 -0.145 -1.866 -0.3 0.3 0.2
C -4.000 1.255 -0.253 0.0 0.1 0.1
C -1.610 -1.578 4.830 0.0 -0.6 0.4
C -1.795 -0.845 -3.724 0.2 0.4 0.3
C -3.182 -3.822 5.326 0.1 0.1 -0.2
C 5.437 0.328 -1.563 0.4 0.2 0.2
H 5.595 0.936 -0.659 0.0 -0.1 -0.4
H -0.849 4.689 4.906 -0.2 -0.3 0.1
H -3.057 4.630 6.068 0.1 -0.3 -0.1
H 5.751 -2.489 -2.194 -0.2 0.0 0.2
P -0.504 -0.205 4.443 0.0 -0.1 -2.7
H 2.800 0.234 -2.698 -0.1 -0.3 0.3
H -2.313 0.532 -5.321 0.0 -0.1 0.2
P 4.220 -0.937 -1.157 -0.8 0.4 -0.3
C -2.613 1.281 5.568 0.3 0.4 0.1
C -1.109 1.482 -2.287 0.1 -0.4 0.2
H -3.804 -4.697 5.520 0.1 0.3 0.0
H -2.044 -1.744 -4.289 0.0 0.2 0.0
C 2.474 0.192 7.251 0.1 0.0 0.0
C -2.579 3.699 5.758 0.1 -0.1 0.0
H -3.156 0.341 5.673 0.2 0.3 0.0